The following is a quantum chemistry calculation of a cluster of 4 separate species, C24H60ClN3O3 in total in a non-equilibrium geometry, from the Open Molecules 2025 dataset.

For the lowest unoccupied orbital energy, the calculation gives -0.110 Eh. The HOMO energy is -9.0 eV. The frontier orbital gap comes out at 6.037 eV. The total charge is +2. Its energy relative to the best compared isomer or geometry (same formula, charge and spin) is 125.8 kcal/mol. The value obtained for the total energy is -48976.0644 eV.

Atoms and positions in Å:
Cl1 -1.395 1.289 0.297
C1 -7.348 -1.582 2.284
C2 -7.094 -0.211 1.582
N1 -8.328 0.427 0.913
C3 -9.465 0.704 1.915
C4 -7.896 1.873 0.439
C5 -8.871 2.664 -0.484
C6 -8.962 -0.530 -0.237
C7 -7.955 -0.859 -1.311
O1 -7.473 -2.115 -0.913
C8 -6.318 -2.439 -1.701
H1 -6.481 -2.120 2.668
H2 -7.810 -2.357 1.673
H3 -8.027 -1.375 3.112
H4 -6.615 -0.321 0.609
H5 -6.640 0.303 2.429
H6 -9.991 -0.202 2.214
H7 -10.258 1.254 1.409
H8 -9.116 1.290 2.765
H9 -6.935 1.937 -0.072
H10 -7.757 2.400 1.383
H11 -8.845 2.244 -1.490
H12 -8.469 3.664 -0.653
H13 -9.917 2.503 -0.226
H14 -9.840 -0.006 -0.615
H15 -9.363 -1.381 0.313
H16 -7.226 -0.073 -1.504
H17 -8.541 -1.011 -2.217
H18 -6.366 -2.421 -2.790
H19 -5.921 -3.368 -1.290
H20 -5.441 -1.815 -1.531
C9 5.865 6.575 -2.636
C10 5.037 5.972 -3.849
N2 3.760 5.162 -3.388
C11 2.701 6.091 -2.708
C12 3.131 4.476 -4.565
C13 2.331 5.387 -5.592
C14 4.245 4.087 -2.298
C15 5.476 3.146 -2.624
O2 5.159 2.650 -3.937
C16 6.045 1.697 -4.543
H21 6.251 5.953 -1.828
H22 5.408 7.503 -2.293
H23 6.742 7.058 -3.067
H24 5.515 5.288 -4.550
H25 4.729 6.744 -4.554
H26 3.138 6.456 -1.778
H27 1.807 5.469 -2.656
H28 2.469 7.022 -3.225
H29 2.488 3.696 -4.159
H30 3.865 3.985 -5.206
H31 3.063 5.927 -6.192
H32 1.671 6.140 -5.161
H33 1.637 4.710 -6.089
H34 3.333 3.586 -1.973
H35 4.338 4.716 -1.412
H36 5.448 2.370 -1.858
H37 6.455 3.620 -2.549
H38 7.089 2.008 -4.534
H39 5.693 1.542 -5.563
H40 5.940 0.785 -3.955
C17 1.826 -5.260 1.044
C18 1.773 -4.678 2.467
N3 3.121 -4.350 3.053
C19 3.973 -3.552 2.057
C20 2.981 -3.499 4.365
C21 1.614 -3.667 5.143
C22 3.834 -5.707 3.535
C23 5.130 -5.550 4.382
O3 5.981 -4.616 3.723
C24 7.373 -5.022 3.857
H41 2.275 -4.586 0.315
H42 0.890 -5.455 0.519
H43 2.350 -6.215 1.075
H44 1.254 -5.418 3.076
H45 1.248 -3.723 2.460
H46 3.359 -2.775 1.603
H47 4.282 -4.238 1.269
H48 4.882 -3.146 2.502
H49 2.910 -2.465 4.030
H50 3.876 -3.369 4.974
H51 1.374 -4.711 5.346
H52 0.743 -3.201 4.680
H53 1.922 -3.169 6.062
H54 4.097 -6.189 2.593
H55 3.077 -6.283 4.067
H56 5.576 -6.541 4.478
H57 4.779 -5.368 5.398
H58 8.140 -4.344 3.484
H59 7.552 -5.948 3.310
H60 7.644 -5.144 4.906